{
  "formula": "CHCl3O2S",
  "method": "the ωB97M-V functional and the def2-TZVPD basis",
  "homo_energy_ev": [-9.7148, -9.7132],
  "orbital_gap_ha": [0.2767, 0.2765],
  "e_tot_ha": -1967.85000,
  "symbols": ["C", "O", "O", "S", "Cl", "Cl", "Cl", "H"],
  "coordinates": [[-1.326, 0.038, 0.142], [1.673, 0.695, 1.022], [1.206, 0.423, -1.431], [1.177, -0.028, -0.080], [-1.806, 0.917, 1.597], [-1.700, 0.938, -1.305], [2.101, -1.896, -0.125], [-1.325, -1.087, 0.180]]
}

=====

{
  "formula": "C4H8O2",
  "method": "the ωB97M-V functional and the def2-TZVPD basis",
  "homo_energy_ev": -8.9513,
  "orbital_gap_ha": 0.3657,
  "e_tot_ha": -307.61439,
  "symbols": ["C", "C", "C", "O", "C", "O", "H", "H", "H", "H", "H", "H", "H", "H"],
  "coordinates": [[0.240, 1.378, 0.048], [-0.255, -0.042, -0.180], [-1.739, -0.219, 0.089], [0.407, -0.930, 0.760], [1.571, -1.450, 0.559], [2.168, -1.101, -0.597], [-0.301, 2.073, -0.605], [0.067, 1.678, 1.088], [1.309, 1.459, -0.170], [-0.002, -0.375, -1.192], [-2.038, -1.262, -0.054], [-2.322, 0.409, -0.592], [-1.978, 0.070, 1.119], [2.873, -1.688, -0.272]]
}

=====

{
  "formula": "C3H5FO2P",
  "method": "the ωB97M-V functional and the def2-TZVPD basis",
  "charge": -1,
  "homo_energy_ev": -1.7091,
  "orbital_gap_ha": 0.2058,
  "e_tot_ha": -708.96971,
  "symbols": ["C", "C", "C", "O", "O", "F", "P", "H", "H", "H", "H", "H"],
  "coordinates": [[0.084, -1.099, 1.988], [-0.925, 1.347, -0.601], [-0.139, -0.041, -0.510], [1.219, -1.095, 2.185], [-1.035, -1.347, 2.106], [-0.944, -0.924, -1.251], [1.490, -0.196, -1.222], [-0.285, 2.147, -0.177], [-1.707, 1.127, 0.122], [-1.405, 1.812, -1.522], [1.492, -1.556, -1.060], [2.154, -0.175, -0.057]]
}

=====

{
  "formula": "C5H8OS2",
  "method": "the ωB97M-V functional and the def2-TZVPD basis",
  "homo_energy_ev": -8.8736,
  "orbital_gap_ha": 0.3006,
  "e_tot_ha": -1066.78399,
  "symbols": ["C", "C", "C", "C", "C", "H", "H", "H", "H", "H", "H", "H", "H", "O", "S", "S"],
  "coordinates": [[2.123, 1.447, -0.401], [1.372, 0.023, -0.122], [0.153, -0.033, 0.876], [-1.109, 0.038, 0.111], [-1.781, -1.185, 0.005], [2.915, 1.206, -1.070], [1.353, 2.172, -0.456], [2.652, 1.696, 0.592], [0.341, -0.995, 1.299], [0.314, 0.766, 1.648], [-1.935, -1.591, 0.941], [-0.919, -1.920, -0.380], [-2.924, -0.381, -1.383], [-2.992, -1.409, -0.569], [2.223, -1.184, -0.587], [-1.787, 1.351, -0.506]]
}

=====

{
  "formula": "C4H3ClO",
  "method": "the ωB97M-V functional and the def2-TZVPD basis",
  "homo_energy_ev": -8.4676,
  "orbital_gap_ha": 0.3273,
  "e_tot_ha": -689.58127,
  "symbols": ["C", "C", "C", "C", "O", "Cl", "H", "H", "H"],
  "coordinates": [[-0.415, -0.726, 0.998], [0.124, -0.041, -0.167], [-1.580, -0.969, 1.554], [1.356, 0.446, -0.001], [-2.482, -1.230, 2.203], [2.314, 1.454, -1.018], [0.398, -1.193, 1.550], [-0.352, 0.171, -1.187], [1.922, 0.325, 0.899]]
}

=====

{
  "formula": "C3H4O3",
  "method": "the ωB97M-V functional and the def2-TZVPD basis",
  "homo_energy_ev": -9.3777,
  "orbital_gap_ha": 0.3476,
  "e_tot_ha": -342.34601,
  "symbols": ["C", "C", "C", "O", "O", "O", "H", "H", "H", "H"],
  "coordinates": [[-0.594, -0.637, 1.678], [0.324, 0.391, 0.255], [0.667, -0.223, -1.013], [-0.085, -0.536, 2.714], [-1.490, -0.953, 0.932], [-0.402, 1.400, 0.177], [1.737, -0.296, -0.991], [0.381, 0.359, -1.894], [0.124, -1.134, -1.170], [-0.663, 1.630, -0.688]]
}

=====

Results for max |F|: 3.6; 2.0; 2.5; 7.0; 2.5; 3.4 (in eV Å⁻¹, following the order of the records).
Results for molecular weight: 183.44; 88.11; 123.04; 148.25; 102.52; 88.06 (in g/mol, following the order of the records).
Results for energy relative to the best compared isomer or geometry (same formula, charge and spin): 1.662; 2.668; 4.662; 4.010; 1.186; 2.991 (in eV, following the order of the records).